# 1
48
Properties=species:S:1:pos:R:3 method="wB97M-V/def2-TZVPD" e_homo_ev=-8.65 de_lowest_kj_mol=132.06 smiles="O=C(Nc1ccc(S(=O)(=O)N2CCCCCC2)cc1)[C@H]1CCCO1" lumo_energy_ev=0.58 gap_ev=9.2255 spin_multiplicity=1
H 4.68430 2.58558 1.52091
H -7.88040 1.46886 -0.40391
S 2.70221 -1.09367 -0.17889
C 0.22556 -0.90806 0.99024
H -5.95838 -1.30938 0.17509
C 5.89033 0.97154 0.76604
H 5.74725 -0.10246 0.63552
O -5.58037 0.15298 -1.18622
O -3.87560 -0.33381 1.89346
H 0.82298 -0.92935 -2.32597
C -5.86614 1.53935 -1.16867
H 4.85578 0.18538 -1.78419
C -1.11967 -0.71344 -1.42533
O 3.14550 -1.40409 -1.50822
C -1.14811 -0.75416 0.98905
O 3.08843 -1.95742 0.89954
H 4.76970 1.83032 -2.42567
C -4.11746 -0.37356 0.70847
C 4.74017 1.23440 -1.51065
H 6.82643 1.43720 -1.11012
C 4.81434 1.51727 1.70741
C 3.35670 1.38572 -0.87257
H 3.49991 -0.15443 2.09639
N -3.21201 -0.50811 -0.29286
H 6.86914 1.12773 1.22517
H -6.24355 1.80958 -2.15475
C -6.88310 1.71939 -0.04263
C 3.46973 0.79527 1.56028
C -6.41248 0.68937 0.98886
N 3.14518 0.45014 0.20225
C 0.91737 -0.96452 -0.20469
H 3.20758 2.39946 -0.49057
C 5.88757 1.66243 -0.59911
H 0.77202 -1.00331 1.91470
H -7.24460 0.18443 1.47289
H -1.65095 -0.64329 -2.36372
H -3.61629 -0.47355 -1.22458
H 5.13496 1.40526 2.74465
H 5.84994 2.74520 -0.44811
H -4.95103 2.11206 -0.95804
H -6.89140 2.73419 0.34638
C -1.82957 -0.65478 -0.22428
C 0.25300 -0.86651 -1.41260
H -1.70084 -0.71340 1.91283
H 2.66978 1.41643 1.99117
H -5.79221 1.14276 1.76217
H 2.59311 1.18509 -1.62956
C -5.55597 -0.28951 0.16189

---

# 2
45
Properties=species:S:1:pos:R:3 method="wB97M-V/def2-TZVPD" e_homo_ev=-11.38 de_lowest_kj_mol=248.55 charge=+1 lumo_energy_ev=-5.76 gap_ev=5.6260 spin_multiplicity=1
H 5.56003 -2.39220 -1.59008
H -5.48706 -2.40374 -1.61201
H 3.09630 -2.19611 -0.32515
H -5.42698 -2.43877 1.03406
C 4.01734 -0.24172 -0.23619
H 5.50121 -0.80414 1.83299
H 0.89263 3.48561 1.65921
C -1.26249 0.75626 -0.13588
H -4.53819 1.80683 -0.36899
H 6.97704 -1.32303 -1.38326
C 3.76658 1.15435 -0.24135
C 2.91303 -1.12089 -0.26913
H 0.81528 -1.34522 -0.36333
H -6.86096 -1.37146 0.88945
C -5.76661 -1.39356 0.94234
C -1.54076 -0.63942 -0.08503
H -0.74380 -1.36122 0.06570
H 5.57109 -0.76788 -2.34721
C 5.84528 -1.36753 0.95773
C 0.03856 1.36411 -0.10625
H -5.48821 -0.77610 -2.35932
H -1.51654 3.97147 2.46447
C -2.39970 1.61327 -0.21593
N 0.10681 3.02788 2.11639
O -1.01535 3.81871 1.64876
H 2.30644 2.70795 -0.18924
H 6.94138 -1.34770 0.90580
H -6.89641 -1.32903 -1.39919
C -3.68863 1.13111 -0.27602
H -5.42393 -0.83300 1.81917
H 4.61895 1.82897 -0.29344
C 5.88129 -1.34224 -1.46617
C -5.80176 -1.35347 -1.48209
H 5.50421 -2.41399 1.05127
C 1.33950 0.76908 -0.19724
H -2.23357 2.68657 -0.21259
N -5.24886 -0.76484 -0.26462
C 2.47444 1.63362 -0.21145
C 1.61871 -0.62282 -0.28430
H -3.00874 -2.21574 -0.23719
C -2.83259 -1.13790 -0.18461
H 0.02292 2.43970 -0.24443
C -3.93955 -0.26447 -0.23840
H -0.01689 2.11305 1.68504
N 5.32856 -0.74034 -0.25232

---

# 3
53
Properties=species:S:1:pos:R:3 method="wB97M-V/def2-TZVPD" e_homo_ev="-10.11 / -10.14" s_squared=2.01 de_lowest_kj_mol=0.00 charge=+1 lumo_energy_ev="-2.24 / -3.85" gap_ev="7.8682 / 6.2917" spin_multiplicity=3
C 0.45001 3.36784 1.23601
H -0.39933 -3.70416 2.76006
H 3.73968 3.21492 -0.49733
C -1.65972 -0.06092 -2.12024
O -0.69891 0.48244 2.87552
H -2.80925 -0.28223 1.85886
H 1.58986 -1.23500 -3.54047
H 0.47523 1.63744 -3.59264
S 2.45125 1.29978 -2.28704
H 2.63671 3.67238 -2.68885
C 2.11610 -1.16029 1.49084
Pd 1.11174 0.48804 -0.30861
H 0.09628 -0.74351 -4.30990
C -3.55816 -3.58090 1.51785
H -2.67333 1.81096 -1.83448
O 0.54841 -1.43570 3.85952
S -0.08199 -0.94696 -1.94492
C 0.76889 -0.51862 -3.48148
C 2.13616 3.05159 -1.94571
S -1.18878 1.50191 0.03455
H -1.56297 3.77671 0.65481
S 1.97489 2.47301 0.85186
N 2.77634 -0.93989 0.36236
H 2.51856 4.46143 -0.35567
C -2.34831 -4.11357 1.98539
C 4.51631 -1.45282 1.76973
H 4.80858 -0.92350 -0.29948
N 0.78503 -0.87748 1.43417
H -1.98466 -0.16142 -3.15655
C -1.48696 -1.90096 2.32340
H 5.51166 -1.69174 2.10827
H -4.52164 -5.38867 1.32629
H -4.65302 -1.76949 1.13200
H -0.47274 3.65983 -0.72037
C -1.66689 1.40961 -1.70338
S -0.16767 -0.85178 2.75833
C 4.14489 -1.06647 0.54135
H -5.49121 -4.03689 0.97606
H 0.70993 4.42125 1.35006
N -4.56889 -4.41202 1.10009
S 3.14866 -1.59991 2.81333
C 1.28377 0.91020 -3.61621
C -2.68297 -1.35772 1.86867
H -2.22563 -5.18905 2.04010
C -1.32416 -3.28343 2.38517
H 1.79401 1.01591 -4.57361
H -0.97936 2.00923 -2.29513
H 1.06369 3.21796 -2.01969
C -3.71149 -2.19084 1.46686
C 2.66586 3.39883 -0.55280
C -0.70690 3.23301 0.25372
H -2.36421 -0.63216 -1.51234
H 0.16665 2.99383 2.22171

---

# 4
51
Properties=species:S:1:pos:R:3 method="wB97M-V/def2-TZVPD" e_homo_ev="-22.36 / -22.25" s_squared=3.77 charge=+4 lumo_energy_ev="-14.24 / -18.98" gap_ev="8.1234 / 3.2760" spin_multiplicity=4
O 1.24973 1.63901 -0.94388
H -1.12835 4.89724 -1.04120
C 0.82352 3.68861 1.15009
O 2.22570 0.38440 1.10076
H -4.23892 -4.41121 3.81527
O 0.47601 2.30500 1.44842
H -2.49235 -4.31265 4.15841
H 1.68796 0.74771 3.12327
O -1.99600 0.83137 2.95118
C -3.21265 -3.13728 2.55973
H -3.75134 -1.70377 -0.78341
H 2.72656 1.18101 -2.24515
H 3.34570 1.56863 -0.65296
C -1.67442 -2.24202 -1.08101
H 0.37266 -2.60379 -1.72559
C -2.78236 -1.38203 -1.16595
H -1.79898 -3.23227 -0.63757
H -3.04705 -5.22014 2.73223
H 1.00122 3.85628 0.07603
H 2.71161 2.89224 -1.71548
O 0.64608 -2.62393 1.62322
Tc -0.93249 -0.35247 0.30705
C -2.38362 3.34481 -0.30048
N -3.35400 -2.17221 1.90932
C 3.77987 -1.85185 -2.15479
H 3.95592 -3.93751 -2.61183
H 5.16712 -2.82544 -3.31915
C 4.56860 -3.04187 -2.42209
C 0.02756 -1.75390 1.16064
H 1.72703 3.94626 1.72203
P 0.86625 1.04159 0.52678
H 0.64731 -0.36207 -2.73813
C -1.64962 0.38243 1.93663
H -2.36996 5.38354 0.15587
H -2.85546 4.95263 -1.51098
C -3.24183 -4.33730 3.35766
H 5.24851 -3.24228 -1.58333
C -2.15707 4.72102 -0.69470
N 3.30472 -0.81259 -2.09374
C 2.59827 1.85227 -1.40020
C -2.62325 -0.12032 -1.75232
N -2.76991 2.29655 -0.00508
H -0.03824 4.30360 1.44142
H -1.26036 1.26810 -2.68651
H -3.47089 0.55587 -1.82076
C -0.29851 -0.62320 -2.25992
C -1.37816 0.27180 -2.25477
C -0.45071 -1.88863 -1.68890
H 3.43291 0.56966 2.76376
C 2.43151 0.19191 2.52591
H 2.33418 -0.88283 2.74420

---

# 5
54
Properties=species:S:1:pos:R:3 method="wB97M-V/def2-TZVPD" e_homo_ev="-8.55 / -8.93" s_squared=2.01 de_lowest_kj_mol=61.49 lumo_energy_ev="-0.86 / -1.01" gap_ev="7.6891 / 7.9207" spin_multiplicity=3
C -4.53722 -2.37803 0.09873
S 0.93602 1.29464 1.68725
H 0.11324 2.97829 0.27799
H 1.53500 3.51969 1.16809
H 0.70768 0.89420 -1.47862
N -3.45751 -2.42236 -0.91150
C -2.44214 1.86830 0.60076
C 1.20447 1.80341 -1.80985
H -3.82568 -2.18284 -1.82928
O -2.16693 -0.44720 -2.54286
H -4.21106 -2.94038 0.97538
H 2.81612 1.73470 -0.38857
H 0.15045 -2.56869 2.70807
O 1.35926 0.04370 0.95427
H 1.35951 -1.72901 -4.13229
H 5.38598 0.78715 1.50870
O -1.17631 -1.64069 1.07889
N -0.31989 -1.51810 -1.27092
H 4.39182 -0.14281 2.62975
C -1.18479 -0.76721 -3.33026
H 3.81242 0.14767 0.99455
C -0.04030 -1.40609 -2.55856
C 1.16910 -1.84202 -3.07448
C 3.68917 1.87893 2.29824
C 2.27893 1.68088 2.84408
H 1.85235 1.56891 -2.65649
O -2.17520 2.96147 1.05856
H 3.67627 2.61854 1.49527
H -5.46874 -2.81960 -0.25330
O -1.58849 1.11492 -0.04868
C 1.13094 2.71066 0.55799
O -5.80746 -0.68446 1.19839
H 1.92112 2.57297 3.36585
C -4.80045 -0.94630 0.56640
H 2.46206 3.34495 -0.98423
H -3.08305 -3.36097 -0.99227
H -4.53959 1.87581 0.19454
O -1.13306 -0.66522 -4.53412
H 0.42702 2.48893 -2.14994
V -2.15204 -0.68751 -0.58015
H 2.48065 -2.94607 -0.13532
C 1.78467 -2.52513 -0.84591
O 0.65447 -2.64034 1.88294
H 3.04942 -2.74103 -2.56766
C -0.03517 -2.07134 0.92229
C -3.83310 1.25845 0.75610
C 2.00145 2.40761 -0.66066
H 4.28785 2.32416 3.09783
H -4.13154 1.31052 1.80429
C 4.35966 0.59300 1.82296
N -3.78684 -0.10381 0.25919
C 0.55546 -2.06220 -0.43505
C 2.09031 -2.40128 -2.20040
H 2.25368 0.85822 3.56402